Here is a structure of composition C39H41BrHgN9O5S2 from the OMol25 dataset. Energies are from wB97M-V/def2-TZVPD.

Each line ends with the Mulliken spin population.
Positions of all 98 atoms, in Å:
Hg1 -0.45 0.52 0.11  0.00
Br1 6.93 5.94 -0.37  0.00
S1 -1.85 0.30 2.69  0.00
S2 -3.84 0.65 -1.23  0.00
O1 -1.32 -2.61 0.68  0.00
O2 1.09 -0.21 1.55  0.06
O3 -0.41 -1.53 -1.07  0.00
O4 -4.32 0.31 0.08  0.00
O5 -4.71 1.47 -2.06  0.00
N1 -0.63 2.63 -1.39  0.00
N2 1.83 0.61 -1.01  0.02
N3 6.42 -1.00 0.00  0.45
N4 -1.24 -2.03 3.77  0.00
N5 -2.38 1.25 -1.10  0.00
N6 -3.31 -1.85 2.70  0.00
N7 1.46 2.86 1.34  0.00
N8 -1.63 3.13 1.42  0.00
N9 7.12 -0.14 -0.76  0.18
C1 2.15 0.98 -2.22  -0.04
C2 6.94 1.20 -0.65  0.00
C3 -3.30 -3.24 -2.06  0.00
C4 -5.96 -4.29 3.37  0.00
C5 5.06 -0.82 0.22  -0.13
C6 4.10 -0.17 -0.64  0.05
C7 -3.65 -0.89 -3.48  0.00
C8 -3.87 -5.38 3.72  0.00
C9 7.53 2.02 -1.65  0.06
C10 -0.52 4.47 -2.90  0.00
C11 0.01 -3.83 -0.88  0.00
C12 0.06 4.30 2.78  0.00
C13 6.93 4.03 -0.48  0.09
C14 -0.64 -2.56 -0.36  0.00
C15 -2.14 -1.27 3.09  0.00
C16 -2.43 3.00 -2.92  0.00
C17 6.33 1.89 0.44  0.10
C18 7.53 3.40 -1.57  -0.03
C19 2.29 -0.47 1.07  0.13
C20 -3.12 -4.59 -4.18  0.00
C21 -1.85 2.29 -1.84  0.00
C22 -3.64 -0.88 -2.10  0.00
C23 -3.31 -3.28 -3.45  0.00
C24 1.14 3.22 2.72  0.00
C25 -3.91 -3.07 3.05  0.00
C26 -1.36 3.77 2.69  0.00
C27 4.39 0.21 -1.97  -0.01
C28 6.34 3.27 0.52  -0.04
C29 0.00 3.69 -1.89  0.00
C30 3.43 0.78 -2.76  0.04
C31 3.21 -1.23 1.78  -0.11
C32 -3.47 -2.05 -1.38  0.00
C33 -3.49 -2.09 -4.15  0.00
C34 -1.75 4.09 -3.43  0.00
C35 4.53 -1.40 1.37  0.14
C36 2.75 0.01 -0.21  0.01
C37 -5.25 -5.42 3.74  0.00
C38 -5.30 -3.12 3.03  0.00
C39 -3.19 -4.22 3.37  0.00
H1 -2.19 4.65 -4.24  0.00
H2 -1.57 -2.64 4.50  0.00
H3 0.25 5.03 1.98  0.00
H4 -3.60 -5.41 -3.65  0.00
H5 -2.11 -4.23 3.28  0.00
H6 0.15 4.84 3.73  0.00
H7 5.38 0.04 -2.36  -0.01
H8 8.00 1.53 -2.49  0.01
H9 -0.19 -3.93 -1.95  0.00
H10 5.23 -1.96 1.99  0.02
H11 2.86 -1.69 2.70  0.00
H12 -3.14 -4.16 -1.50  0.00
H13 -5.86 -2.23 2.75  0.00
H14 -3.54 -4.54 -5.19  0.00
H15 0.76 2.32 3.22  0.00
H16 5.88 3.77 1.36  0.00
H17 1.09 -3.76 -0.75  0.00
H18 0.98 3.89 -1.46  0.00
H19 3.64 1.07 -3.78  0.00
H20 0.03 5.32 -3.28  0.00
H21 -3.44 -2.02 -0.30  0.00
H22 -3.88 -1.19 2.19  0.00
H23 -7.05 -4.31 3.35  0.00
H24 -3.79 0.04 -4.03  0.00
H25 -3.30 -6.27 3.96  0.00
H26 -5.77 -6.33 4.01  0.00
H27 2.00 3.59 0.89  0.00
H28 5.87 1.32 1.23  0.02
H29 -3.39 2.70 -3.30  0.00
H30 -1.62 3.78 0.64  0.00
H31 1.36 1.44 -2.81  0.00
H32 -0.40 -1.51 3.98  0.00
H33 -2.06 4.59 2.94  0.00
H34 -2.53 2.65 1.42  0.00
H35 7.99 4.00 -2.35  0.00
H36 2.02 3.56 3.28  0.00
H37 2.00 2.00 1.30  0.00
H38 -3.51 -2.11 -5.24  0.00
H39 -0.36 -4.71 -0.34  0.00
H40 -2.06 -4.83 -4.27  0.00
H41 -1.49 3.01 3.47  0.00

Output
ΔE to the lowest compared entry with this formula, charge and spin = 35.7 kcal per mole
HOMO energy (spin up / spin down) = -0.39 / -1.16 eV
Charge = -2
2S+1 = 2
Expectation value of S² = 0.792
LUMO level (spin up / spin down) = 3.8 / 3.8 eV

Here is a structure of composition C39H41Cl5FeN3O5SSe at a distorted geometry from the OMol25 dataset. Energies are from wB97M-V/def2-TZVPD.

Each line ends with the Mulliken spin population.
Positions of all 96 atoms, in Å:
Se1 0.79 -0.90 3.01  -0.06
Fe1 -0.15 -0.15 0.58  0.90
Cl1 5.31 -1.60 -0.63  0.00
Cl2 3.18 -6.53 -0.11  0.00
Cl3 2.54 -0.36 0.13  0.02
Cl4 0.44 -5.23 0.66  0.00
Cl5 5.63 -4.71 -0.79  0.00
S1 -2.04 2.44 -0.04  0.00
O1 0.47 -2.32 0.62  -0.03
O2 -0.67 -0.75 -6.69  0.00
O3 0.40 1.95 0.45  -0.01
O4 -2.09 1.25 0.89  0.02
O5 1.05 3.97 -0.16  0.00
N1 0.84 0.93 -6.69  0.00
N2 -2.23 -2.15 2.83  0.01
N3 0.25 -0.08 -1.81  -0.01
C1 0.18 1.18 -3.84  0.00
C2 -0.76 0.18 7.32  0.00
C3 2.75 -2.06 0.01  -0.02
C4 -2.14 -2.94 4.07  0.00
C5 -3.59 -1.49 -2.11  0.01
C6 3.66 2.12 3.24  0.00
C7 2.54 2.66 1.19  0.00
C8 -2.01 3.91 1.02  0.00
C9 1.26 2.92 0.43  0.00
C10 -3.82 2.62 -0.47  0.00
C11 4.88 2.15 1.19  0.00
C12 -2.69 -2.46 0.34  -0.07
C13 -2.27 -3.08 1.65  0.01
C14 1.79 -4.24 0.26  0.00
C15 0.71 -1.05 5.87  0.00
C16 -4.16 -2.62 -1.57  -0.01
C17 0.23 1.09 -2.46  0.00
C18 6.08 1.49 3.30  0.00
C19 -3.72 -3.09 -0.35  0.01
C20 4.11 -4.01 -0.37  0.00
C21 -2.57 -0.84 -1.42  -0.01
C22 -1.30 0.83 6.22  0.00
C23 0.24 -1.20 -2.53  0.01
C24 0.15 0.01 -4.58  0.00
C25 0.17 -0.41 4.76  -0.01
C26 0.05 0.01 -6.08  0.00
C27 1.22 2.71 3.34  0.00
C28 2.50 2.49 2.58  0.00
C29 3.97 -2.62 -0.31  0.00
C30 3.73 2.51 0.49  0.00
C31 -2.10 -1.33 -0.22  0.20
C32 -3.36 -1.19 2.87  0.00
C33 1.60 -2.84 0.30  0.03
C34 0.19 -1.21 -3.91  0.00
C35 3.78 2.72 -1.00  0.00
C36 4.86 1.93 2.56  0.00
C37 3.01 -4.81 -0.07  0.00
C38 -0.84 0.53 4.94  0.00
C39 0.24 -0.76 7.14  0.00
H1 -4.18 -3.98 0.08  0.00
H2 -1.06 3.92 1.56  0.00
H3 3.63 1.96 4.31  0.00
H4 -1.27 1.03 4.08  0.00
H5 -1.34 -1.60 2.74  -0.01
H6 3.67 3.78 -1.23  0.00
H7 2.96 2.19 -1.50  0.00
H8 0.66 -1.28 8.00  0.00
H9 -1.25 -3.48 1.55  0.00
H10 -1.12 0.41 8.32  0.00
H11 -2.84 3.88 1.72  0.00
H12 -3.22 -0.43 2.11  0.00
H13 1.49 -1.79 5.72  0.00
H14 0.17 -2.13 -4.47  0.00
H15 -4.09 1.72 -1.01  0.00
H16 -4.43 2.71 0.43  0.00
H17 -2.06 4.78 0.37  0.00
H18 6.30 2.16 4.14  0.00
H19 0.15 2.15 -4.32  0.00
H20 -1.35 -3.69 3.97  0.00
H21 1.38 2.57 4.41  0.00
H22 -2.08 1.57 6.36  0.00
H23 5.81 2.01 0.64  0.00
H24 -3.39 -0.71 3.85  0.00
H25 1.51 1.48 -6.18  0.00
H26 -3.93 -1.10 -3.06  0.00
H27 0.86 3.73 3.18  0.00
H28 -2.16 0.07 -1.85  0.01
H29 4.72 2.36 -1.41  0.00
H30 -4.30 -1.72 2.71  0.00
H31 -4.96 -3.14 -2.10  0.00
H32 6.96 1.46 2.65  0.00
H33 -2.96 -3.88 1.91  0.00
H34 0.24 1.98 -1.84  0.00
H35 -1.89 -2.30 4.91  0.00
H36 0.45 2.02 3.00  0.00
H37 -3.09 -3.44 4.26  0.00
H38 0.83 0.98 -7.70  0.00
H39 -3.94 3.49 -1.11  0.00
H40 0.27 -2.12 -1.96  0.00
H41 5.93 0.49 3.72  0.00

Output
ΔE to the lowest compared entry with this formula, charge and spin = 14.9 kcal per mole
HOMO energy (spin up / spin down) = -7.38 / -7.40 eV
Charge = 0
2S+1 = 2
Expectation value of S² = 0.862
LUMO level (spin up / spin down) = -1.2 / -1.5 eV

Here is a structure of composition C39H41FeN2 at a distorted geometry from the OMol25 dataset. Energies are from wB97M-V/def2-TZVPD.

Each line ends with the Mulliken spin population.
Positions of all 83 atoms, in Å:
Fe1 -0.36 4.60 -3.64  0.17
N1 0.34 -3.35 2.44  0.08
N2 -0.80 -1.50 2.90  0.11
C1 2.71 -3.94 2.51  -0.03
C2 1.58 4.52 -3.97  0.00
C3 -0.08 -3.41 3.76  0.17
C4 -2.32 4.65 -3.42  -0.02
C5 -0.14 -2.17 1.88  0.10
C6 1.45 -4.07 1.90  0.30
C7 -1.99 -1.93 -3.33  0.14
C8 1.45 0.30 2.61  0.00
C9 -0.50 -0.08 -3.82  0.16
C10 4.86 -5.58 -0.16  -0.01
C11 -2.54 1.74 3.23  0.43
C12 -1.52 2.64 2.89  0.05
C13 1.22 3.85 -2.74  0.07
C14 3.81 -4.45 1.82  0.08
C15 -0.78 6.25 -2.62  0.01
C16 -1.61 5.12 -2.23  0.01
C17 -0.14 -5.02 0.24  0.01
C18 2.87 -3.21 3.80  0.01
C19 -2.40 -1.29 -2.14  -0.06
C20 -3.42 -0.57 3.64  -0.06
C21 0.29 2.75 -3.05  0.01
C22 0.82 3.92 -5.06  0.00
C23 1.25 -4.80 0.73  0.11
C24 -1.91 5.49 -4.53  0.01
C25 -1.86 -0.06 -1.78  0.14
C26 0.10 -1.63 0.64  0.45
C27 -1.07 -1.30 -4.18  -0.07
C28 -0.22 1.76 -2.14  0.30
C29 -0.86 0.57 -2.59  -0.02
C30 2.38 -5.31 0.08  -0.05
C31 -0.24 2.15 2.60  -0.10
C32 -0.96 6.46 -4.04  -0.03
C33 -1.03 -0.10 2.90  0.08
C34 3.66 -5.11 0.59  0.28
C35 -1.79 4.10 2.87  -0.06
C36 -0.77 -2.29 4.04  0.16
C37 -2.31 0.36 3.25  -0.11
C38 0.04 0.78 2.69  0.44
C39 -0.02 2.88 -4.49  0.05
H1 2.39 -3.73 4.64  0.01
H2 -0.54 7.28 -4.62  0.00
H3 -0.21 6.89 -1.95  0.00
H4 -2.34 5.47 -5.53  0.00
H5 -3.73 -0.39 4.68  0.01
H6 4.56 -6.02 -1.11  0.00
H7 1.63 4.00 -1.75  0.00
H8 5.55 -4.74 -0.37  0.02
H9 0.90 4.15 -6.12  0.00
H10 2.48 -2.19 3.75  0.00
H11 -0.90 4.65 2.55  0.01
H12 -2.07 4.47 3.87  0.01
H13 -0.11 1.96 -1.07  0.11
H14 -1.20 -1.96 4.97  0.00
H15 1.79 -0.19 3.54  0.03
H16 2.25 -5.86 -0.86  0.00
H17 4.81 -4.31 2.24  0.05
H18 -1.77 4.76 -1.21  0.02
H19 2.33 5.31 -4.07  0.00
H20 -3.15 -1.76 -1.49  0.00
H21 0.56 -2.23 -0.12  0.02
H22 -0.75 -5.55 0.99  0.02
H23 1.60 -0.39 1.78  0.02
H24 0.26 0.38 -4.45  0.01
H25 -3.14 -1.62 3.54  0.01
H26 -3.09 3.89 -3.44  0.00
H27 -0.26 -0.62 0.48  0.09
H28 -0.11 -5.64 -0.66  0.01
H29 5.44 -6.33 0.40  0.03
H30 -0.67 2.19 -5.01  -0.01
H31 2.11 1.16 2.43  0.00
H32 -2.62 4.35 2.19  0.02
H33 -2.41 -2.90 -3.60  0.01
H34 -2.18 0.45 -0.87  0.00
H35 3.94 -3.15 4.04  0.02
H36 0.56 2.84 2.34  -0.01
H37 0.16 -4.25 4.39  0.06
H38 -3.53 2.12 3.48  0.09
H39 -0.78 -1.76 -5.12  0.00
H40 -0.64 -4.07 0.01  0.02
H41 -4.30 -0.38 3.02  0.00

Output
ΔE to the lowest compared entry with this formula, charge and spin = 73.2 kcal per mole
HOMO energy (spin up / spin down) = -0.21 / -4.71 eV
Charge = -1
2S+1 = 5
Expectation value of S² = 6.090
LUMO level (spin up / spin down) = 2.3 / 1.2 eV

Here is a cluster of 2 separate species, C39H41N4O in total at a distorted geometry from the OMol25 dataset. Energies are from wB97M-V/def2-TZVPD.

Each line ends with the Mulliken charge.
Positions of all 85 atoms, in Å:
O1 3.33 3.07 1.23  -0.66
N1 1.56 2.26 2.46  0.34
N2 0.27 -4.22 4.04  -0.43
N3 0.66 0.78 1.02  0.70
N4 2.25 -6.56 6.89  0.06
C1 -3.60 3.06 2.81  -0.40
C2 -4.85 3.69 2.87  -0.70
C3 -1.30 2.93 1.85  0.04
C4 0.47 1.30 2.40  -0.33
C5 2.88 0.34 -0.03  -1.34
C6 3.38 -7.86 5.14  -0.84
C7 -3.45 -2.08 2.62  -0.29
C8 1.60 -6.16 4.59  0.96
C9 1.81 1.36 0.33  -0.14
C10 1.59 -5.80 5.95  0.69
C11 1.97 -4.83 8.60  -0.86
C12 -6.05 -1.72 1.61  -0.61
C13 -3.63 -1.39 1.39  0.86
C14 0.91 -5.34 3.68  -1.51
C15 2.34 -7.38 4.13  -0.75
C16 -5.13 4.79 2.05  -0.45
C17 -2.91 4.64 1.09  -0.47
C18 0.86 -4.19 7.76  -0.78
C19 -0.26 0.00 0.43  -0.73
C20 4.15 -1.69 3.56  -0.57
C21 -4.55 -2.57 3.32  -0.72
C22 -2.52 -0.86 0.66  -0.58
C23 -2.61 3.54 1.92  0.89
C24 2.35 2.35 1.35  0.30
C25 2.69 -1.54 1.63  -0.24
C26 3.34 -0.38 1.22  0.27
C27 1.83 3.02 3.66  -1.06
C28 2.81 -7.85 6.55  -0.57
C29 -4.15 5.26 1.15  -0.57
C30 3.07 -2.18 2.81  -0.24
C31 4.42 0.11 1.96  -0.37
C32 2.09 -6.31 8.30  -0.59
C33 4.82 -0.54 3.13  -0.76
C34 -4.96 -1.23 0.90  -0.52
C35 0.89 -4.63 6.34  0.73
C36 -1.26 -0.63 1.17  0.05
C37 -0.88 1.90 2.61  -1.24
C38 -5.85 -2.40 2.83  -0.35
C39 0.24 -3.89 5.33  -0.90
H1 2.49 -0.36 -0.77  0.51
H2 2.84 -7.16 3.17  0.38
H3 -4.36 6.12 0.51  0.39
H4 4.93 1.02 1.63  0.43
H5 2.52 -3.07 3.13  0.38
H6 3.71 -8.87 4.90  0.37
H7 1.63 -8.20 3.93  0.30
H8 0.96 3.64 3.91  0.30
H9 -0.20 -0.07 -0.66  0.47
H10 2.70 3.65 3.47  0.37
H11 2.04 -8.63 6.65  0.27
H12 1.21 -6.85 8.69  0.26
H13 2.97 -6.74 8.81  0.40
H14 0.63 0.49 3.14  0.60
H15 0.94 -3.10 7.81  0.40
H16 1.46 1.91 -0.56  0.46
H17 -7.06 -1.58 1.22  0.39
H18 -2.71 -0.53 -0.37  0.40
H19 1.88 -1.95 1.02  0.38
H20 4.47 -2.21 4.46  0.46
H21 -4.39 -3.09 4.27  0.43
H22 -0.32 -2.98 5.59  0.43
H23 -2.44 -2.25 2.99  0.55
H24 -5.10 -0.70 -0.05  0.36
H25 -6.71 -2.79 3.38  0.39
H26 0.90 -5.60 2.62  0.36
H27 -1.53 1.40 3.33  0.41
H28 -0.12 -4.45 8.21  0.29
H29 -6.10 5.28 2.10  0.38
H30 3.59 -8.06 7.29  0.40
H31 3.71 0.91 -0.47  0.59
H32 5.66 -0.14 3.70  0.41
H33 2.04 2.34 4.50  0.37
H34 2.92 -4.33 8.38  0.29
H35 4.26 -7.20 5.10  0.29
H36 1.76 -4.70 9.67  0.37
H37 -5.60 3.32 3.57  0.40
H38 -2.14 4.99 0.40  0.38
H39 -1.03 -0.93 2.20  0.30
H40 -0.62 3.34 1.09  0.19
H41 -3.38 2.20 3.44  0.24

Output
HOMO energy = -9.66 eV
Charge = +1
2S+1 = 1
LUMO level = -4.4 eV

Number 1: DFT total energy -5903.63840 Ha. Number 2: DFT total energy -8415.42571 Ha. Number 3: DFT total energy -2883.69882 Ha. Number 4: DFT total energy -1804.78805 Ha.